1.
Computed, not measured: C12H35F4N5O12PbS4 as an isolated structure in a non-equilibrium geometry, with ωB97M-V/def2-TZVPD.

Output
2S+1 = 1
LUMO = -0.25 eV
relative energy (zero: lowest compared OMol25 entry of this formula, charge and spin) = 0.000 eV

```
73
Properties=species:S:1:pos:R:3:forces:R:3:mulliken_charge:R:1
Pb -0.9658 0.3435 0.7969 0.07 -0.56 -0.13 2.58
N 0.7266 2.3257 0.5109 1.53 1.57 0.61 -0.14
S 1.5134 3.2201 -0.5707 0.02 -1.48 -3.16 0.88
O 2.8538 2.8067 -0.7715 0.57 0.03 0.35 -0.54
O 1.1493 4.5787 -0.6419 -0.24 0.78 0.46 -0.62
F 0.8212 2.5806 -1.9014 -0.34 0.09 0.61 -0.35
S 1.2274 3.0550 1.9018 -2.58 -0.42 1.49 0.89
O 0.2476 4.0016 2.3134 -0.03 -0.05 0.08 -0.62
O 2.5867 3.3608 2.0593 1.22 0.01 -0.45 -0.57
F 0.9898 1.7924 2.8341 -0.14 -0.23 -0.11 -0.20
N -0.9183 -1.7888 2.2325 0.01 -2.02 0.01 -0.19
S -1.4280 -3.1589 1.5185 0.06 0.63 -1.68 0.91
O -2.8376 -3.2291 1.3730 -0.54 0.08 -0.01 -0.63
O -0.6925 -4.3183 1.8359 0.27 -0.46 0.41 -0.60
F -0.9342 -2.7743 0.0453 -0.07 0.29 0.03 -0.19
S -0.8432 -2.2238 3.7754 -0.49 2.15 2.59 0.90
O 0.2694 -2.9574 4.2360 0.66 -0.34 -0.53 -0.54
O -2.1329 -2.5348 4.2968 -0.11 -0.26 -0.24 -0.62
F -0.5617 -0.7417 4.3414 -0.01 -0.24 -0.50 -0.31
O -2.1878 1.4202 2.7888 -0.29 0.28 0.31 -0.49
H -3.1368 1.3585 2.6460 -0.06 -0.03 0.04 0.16
H -2.0799 1.5774 3.7364 0.22 -0.08 -0.08 0.23
C 2.6142 -2.6056 1.3513 -0.38 -0.25 0.27 -1.29
C 2.5146 -1.0887 1.3676 -0.27 -0.34 -0.11 0.43
C 3.8605 -0.4056 1.1898 -0.55 0.89 0.13 -0.60
O 4.7364 -0.8347 2.1935 0.08 -0.23 -0.16 -0.37
C 5.9192 -0.0871 2.1864 0.86 0.09 -0.05 -0.79
N 1.5569 -0.6562 0.3134 0.70 0.63 -0.56 1.01
H 2.7395 -2.9979 0.3372 0.09 0.13 -0.01 0.30
H 1.7045 -3.0421 1.7668 -0.04 -0.01 -0.14 0.14
H 3.4255 -2.9784 1.9729 0.14 0.20 -0.04 0.39
H 2.0985 -0.7613 2.3257 0.12 -0.09 0.04 0.07
H 3.6952 0.6817 1.3026 0.03 -0.05 -0.11 0.34
H 4.2619 -0.5333 0.1705 0.10 -0.35 0.10 0.28
H 6.3767 -0.0440 1.1870 -0.21 0.02 -0.03 0.31
H 6.6561 -0.5790 2.8220 -0.21 -0.04 0.16 0.29
H 5.7845 0.9407 2.5427 -0.20 -0.04 -0.03 0.28
H 1.7523 0.3314 0.1085 0.03 -0.07 0.40 -0.49
H 1.8844 -1.0385 -0.5822 -0.34 -0.34 0.35 0.00
C -1.2599 -1.6416 -3.5231 0.00 -0.59 0.23 -1.63
C -0.1610 -1.1920 -2.5760 -0.69 0.61 0.19 0.58
C 1.0454 -0.8094 -3.3977 0.44 0.58 0.34 -1.25
O 2.0848 -0.4234 -2.5172 -0.09 -0.42 0.15 -0.18
C 3.2384 0.0286 -3.1777 0.47 0.43 -0.36 -0.96
N -0.6610 0.0221 -1.8243 1.20 0.42 -1.21 0.61
H -0.9645 -2.5628 -4.0281 0.02 0.10 -0.13 0.46
H -1.4522 -0.8678 -4.2695 -0.03 -0.04 -0.04 0.42
H -2.1887 -1.8752 -3.0014 0.01 0.14 0.09 0.33
H 0.0866 -1.9357 -1.8210 0.04 -0.17 -0.20 -0.02
H 0.7936 0.1035 -3.9650 -0.09 -0.39 -0.41 0.46
H 1.3767 -1.6169 -4.0589 -0.10 0.02 -0.06 0.50
H 3.8818 -0.7762 -3.5540 -0.26 -0.18 0.09 0.30
H 3.8200 0.6232 -2.4763 -0.08 0.04 0.06 0.24
H 2.9693 0.6617 -4.0332 0.03 0.04 0.12 0.36
H 0.1850 0.6014 -1.7005 -0.06 -0.40 0.42 -0.43
H -1.0541 0.6143 -2.5688 -0.65 -0.19 0.45 0.30
C -5.2718 -0.4820 -1.3803 -0.04 0.77 0.62 -1.68
C -3.9531 0.0606 -0.8064 0.29 -1.28 -0.73 1.38
C -3.8248 1.5534 -0.9376 -0.46 1.11 0.73 -0.93
O -2.5974 2.0797 -0.4147 -0.13 -0.77 -0.37 -0.21
C -2.6672 3.4693 -0.1247 -0.27 -0.33 1.25 -0.88
N -3.7059 -0.4066 0.5649 -0.30 0.60 0.37 -0.60
H -6.0783 -0.3042 -0.6614 -0.02 -0.04 -0.06 0.39
H -5.1724 -1.5548 -1.5202 -0.12 -0.02 -0.20 0.42
H -5.5482 0.0363 -2.2986 0.06 -0.27 -0.18 0.45
H -3.1787 -0.4009 -1.4262 0.20 0.17 0.08 -0.89
H -4.6180 2.0613 -0.3582 -0.14 -0.30 -0.13 0.47
H -3.9717 1.8716 -1.9749 0.17 -0.14 -0.06 0.38
H -1.8171 3.7072 0.5149 0.43 0.19 -0.65 0.22
H -3.5007 3.6403 0.5745 -0.27 0.11 -0.49 0.42
H -2.7698 4.0533 -1.0339 0.17 0.23 0.03 0.26
H -3.9213 -1.3989 0.7020 0.40 0.13 -0.30 0.23
H -4.3912 0.0651 1.1607 0.20 -0.06 0.05 0.27
```
Forces are in eV/Å.

2.
Computed, not measured: C12H35FHfNO9 as an isolated structure in a non-equilibrium geometry, with ωB97M-V/def2-TZVPD.

Output
charge = +4
2S+1 = 2
LUMO (spin up / spin down) = -13.97 / -15.97 eV
relative energy (zero: lowest compared OMol25 entry of this formula, charge and spin) = 0.228 eV

```
59
Properties=species:S:1:pos:R:3:forces:R:3:nbo_charge:R:1
Hf -17.2418 -16.3469 -29.4615 -3.03 4.19 2.50 2.78
F -18.3323 -14.4001 -29.1227 1.58 -3.22 -0.57 -0.75
C -20.2111 -19.3273 -30.7629 -0.79 -0.37 -0.12 -0.66
C -19.8220 -17.9257 -31.1868 0.32 -0.88 -1.27 -0.06
C -20.9137 -17.2983 -32.1103 0.42 -1.07 -0.06 -0.09
O -20.5685 -15.9579 -32.3370 0.63 0.56 1.68 -0.59
C -21.6154 -15.0893 -32.7305 -0.97 0.52 -1.09 -0.27
N -19.5555 -16.9923 -30.0559 0.56 0.01 -0.26 -0.94
H -20.3365 -20.0041 -31.6082 0.59 0.08 -0.25 0.28
H -21.2365 -19.3545 -30.3941 -0.11 0.38 0.46 0.25
H -19.5982 -19.8185 -30.0073 0.21 0.21 -0.16 0.21
H -18.8944 -17.9089 -31.7588 0.20 -0.36 -0.34 0.18
H -21.8804 -17.4821 -31.6415 -0.29 0.58 0.13 0.21
H -20.9365 -17.8195 -33.0673 0.07 -0.31 0.01 0.23
H -21.3114 -14.0426 -32.7391 0.88 -0.25 -0.49 0.20
H -22.4968 -14.9637 -32.1015 -0.01 -1.15 0.56 0.21
H -21.9144 -15.4562 -33.7123 -0.35 0.60 -0.11 0.21
H -20.2867 -17.2171 -29.3965 0.22 -0.10 1.14 0.42
H -19.9879 -16.2210 -30.5441 0.32 1.89 0.14 0.44
C -18.2823 -18.1251 -26.8918 -2.54 -2.17 1.10 -0.12
C -17.4172 -19.0806 -27.6416 0.84 -1.07 3.28 -0.12
O -17.3851 -18.7706 -28.9728 0.31 1.99 -2.75 -0.77
O -18.3209 -16.8027 -27.3455 1.75 0.77 -1.95 -0.76
H -18.1429 -18.1490 -25.8111 0.57 -0.14 -0.05 0.25
H -19.3150 -18.4479 -27.0244 -0.15 -0.49 0.08 0.21
H -17.7740 -20.1060 -27.5448 -0.58 0.11 0.31 0.26
H -16.4305 -19.1682 -27.1868 0.42 0.45 -0.25 0.20
H -17.1459 -19.5933 -29.4058 0.10 -0.07 -1.05 0.56
H -18.8245 -16.3589 -26.6592 -0.14 1.14 -0.23 0.56
C -15.0202 -15.2237 -27.1233 3.49 1.57 0.59 -0.11
C -14.5448 -16.6550 -27.2111 -1.73 2.23 1.50 -0.11
O -15.1625 -17.1476 -28.4107 -0.54 -0.34 -0.84 -0.80
O -16.3496 -15.0201 -27.4360 -1.09 -1.49 -1.04 -0.74
H -14.3991 -14.5704 -27.7361 0.11 -0.01 -0.53 0.17
H -14.7528 -14.8419 -26.1380 -0.36 -0.19 0.35 0.25
H -15.0214 -17.0502 -26.3141 0.30 -1.23 -0.22 0.21
H -13.4582 -16.7402 -27.2024 -0.15 -0.09 -0.17 0.27
H -14.6650 -17.9586 -28.5385 -0.26 -0.73 -0.93 0.55
H -16.7007 -14.2761 -26.9413 -0.44 0.26 -0.12 0.55
C -20.1846 -10.3122 -30.6952 2.09 0.46 1.60 -0.15
C -19.6518 -11.7671 -30.4011 1.16 1.20 0.26 -0.03
O -20.5417 -12.6879 -30.0740 -2.55 -1.68 0.18 -0.66
O -20.8768 -9.6900 -29.6712 -0.86 -1.83 -0.55 -0.18
H -20.7067 -10.2735 -31.6512 -0.80 -0.11 -0.56 0.36
H -19.3189 -9.6520 -30.7468 0.49 -0.27 -1.19 0.24
H -19.0303 -11.7023 -29.5081 0.76 1.16 -0.03 0.21
H -19.0487 -12.1421 -31.2280 0.21 0.94 -0.64 0.18
H -19.9740 -13.4032 -29.7778 -0.36 -0.93 0.42 0.50
H -20.4947 -8.8103 -29.6304 -0.19 1.37 0.57 0.53
C -16.9213 -14.2502 -32.0929 0.77 1.09 -1.93 -0.13
C -15.9821 -13.6746 -31.0699 -1.86 1.25 -0.37 -0.11
O -15.5996 -14.6875 -30.1509 -0.04 -1.62 -0.35 -0.78
O -17.8056 -15.2839 -31.6775 0.90 -0.48 1.91 -0.76
H -16.4109 -14.6127 -32.9852 0.78 -0.47 0.35 0.23
H -17.4804 -13.4612 -32.5959 -0.42 0.43 0.65 0.23
H -16.4138 -12.8964 -30.4406 -0.46 0.04 -0.21 0.20
H -15.2109 -13.1636 -31.6463 0.71 -0.59 0.30 0.26
H -14.7217 -14.4227 -29.8666 0.51 -0.62 0.64 0.55
H -18.2395 -15.4520 -32.5172 -1.16 -1.17 -0.01 0.56
```
Forces are in eV/Å.

Number 1: calculated total energy -3839.925410 a.u., molecular weight 852.9 g/mol. Number 2: calculated total energy -1356.366766 a.u., molecular weight 534.9 g/mol.